Computed, not measured: the molecule C13H15NO3S, with ωB97M-V with the def2-TZVPD basis set.

XYZ file:
```
33
Properties=species:S:1:pos:R:3:forces:R:3
C -0.8111 -2.0545 -1.8786 -1.319 3.566 -4.596
C -0.7054 -1.8210 -0.4911 -3.478 2.784 3.012
C 0.0609 -2.5234 0.3262 1.380 -3.836 -0.430
C -0.0119 -2.4351 1.6936 3.477 -4.013 0.132
C -0.7990 -1.5632 2.1248 -3.778 7.869 9.952
C -1.6451 -0.6600 1.5125 2.978 -4.425 -1.569
C -1.6763 -0.8959 0.2548 1.041 0.769 -9.495
S -2.5253 0.3615 -1.0937 0.419 -0.928 2.033
C -2.1779 1.9739 -0.2900 1.493 1.059 -1.145
C -0.6449 2.0006 0.2719 -5.120 5.880 3.346
O -0.4475 2.7781 1.3464 0.080 -4.345 -4.637
N 0.1046 1.5928 -0.6676 6.425 -3.271 -1.827
C 1.6281 1.4170 -0.2359 -5.138 -1.659 -1.115
C 1.9378 0.8601 1.0182 -1.546 -1.094 11.558
C 3.1513 -0.0418 0.9884 0.124 10.678 -9.758
O 3.0044 -0.5227 -0.5006 0.153 1.005 4.363
C 2.0370 0.2606 -0.9557 2.965 -3.152 -9.304
O 1.8013 0.0029 -2.1664 -1.354 1.229 2.683
H -0.6477 -2.9904 -2.2257 0.525 -3.403 -0.378
H -0.1140 -1.4840 -2.5671 -0.238 -0.089 1.226
H -1.7877 -1.7415 -2.3816 0.916 -0.482 1.168
H 0.5184 -3.4531 -0.0087 0.622 0.496 -0.655
H 0.4582 -3.0727 2.4629 0.329 0.221 -1.085
H -0.7869 -1.0600 3.3125 0.339 -2.612 -2.653
H -2.1707 0.0317 1.8967 -3.532 4.728 3.408
H -2.3149 2.8595 -1.2160 0.348 -2.598 3.082
H -2.7139 2.1648 0.6310 -0.775 0.266 -0.352
H -0.0889 0.8878 -1.5403 -0.115 2.244 2.788
H 2.1036 2.2903 -0.3644 1.939 2.996 -1.203
H 2.0609 1.6717 1.9501 -0.243 -1.900 -2.585
H 1.1652 0.1111 1.5944 0.832 2.006 -2.105
H 3.3741 -0.7238 1.5303 1.341 -8.893 6.865
H 4.0815 0.6482 1.0635 -1.092 -1.098 -0.723
```
Positions in Å, forces in eV/Å.

**Relative energy (zero: lowest compared OMol25 entry of this formula, charge and spin)**: 861.3 kJ/mol
**Total energy**: -32183.667 eV
**2S+1**: 1
**Total charge**: 0
**SMILES**: Cc1ccccc1SCC(=O)N[C@H]1CCOC1=O